No. 1
Entry from OMol25: a structure of composition C19H33Cl2N2O4PtS (wB97M-V/def2-TZVPD).

ORCA input file:
```
! wB97M-V def2-TZVPD RIJCOSX def2/J DEFGRID3
* xyz -1 3
O 0.827 -2.824 0.869
C 1.014 -3.360 -0.211
C 2.364 -3.271 -0.987
C 3.334 -2.276 -0.706
H 3.064 -1.319 -0.231
C 4.643 -2.580 -1.043
H 5.436 -1.889 -0.772
C 4.924 -3.800 -1.698
H 5.942 -4.068 -1.937
C 3.911 -4.701 -2.082
H 4.091 -5.638 -2.600
C 2.600 -4.411 -1.763
H 1.734 -5.040 -2.008
H 0.178 -3.888 -0.877
C -1.486 -2.405 -1.965
C -0.311 -1.383 -1.957
H -1.533 -2.922 -2.973
H -2.357 -1.700 -1.911
H -1.625 -3.119 -1.107
C 0.598 -1.543 -2.981
C 0.142 -1.543 -4.395
H 1.654 -1.559 -2.755
H 0.644 -2.370 -4.950
H 0.435 -0.543 -4.829
H -0.960 -1.635 -4.440
Pt -0.296 -0.061 -0.674
Cl 1.891 0.690 -0.775
Cl -1.155 1.125 -2.751
C -0.622 3.003 -0.460
O -1.069 2.015 0.192
N -1.148 4.235 -0.425
C -2.258 4.541 0.437
C -0.748 5.253 -1.379
H 0.248 2.885 -1.146
H -2.474 3.667 1.076
H -3.145 4.804 -0.164
H -2.013 5.421 1.061
H 0.095 4.885 -1.979
H -0.450 6.171 -0.860
H -1.584 5.507 -2.049
H -5.087 -0.738 1.810
H -4.079 -2.583 3.609
C -4.615 -1.471 1.134
C -3.513 -2.982 2.761
N -3.379 -1.974 1.714
H -4.414 -0.995 0.171
C -2.193 -1.624 1.215
O -2.133 -0.871 0.189
H -2.520 -3.288 3.093
H -1.316 -2.043 1.749
H -5.322 -2.299 1.018
H -4.057 -3.857 2.376
C -0.045 0.887 4.328
S 0.559 1.154 2.651
C 2.285 0.851 3.048
O 0.059 0.021 1.793
H 0.355 1.685 4.967
H 0.321 -0.124 4.593
H -1.144 0.906 4.259
H 2.339 -0.182 3.408
H 2.890 1.005 2.155
H 2.574 1.569 3.847
*
```

The frontier orbital gap (spin up / spin down) comes out at 0.11157 / 0.15971 Eh. The relative energy (zero: lowest compared OMol25 entry of this formula, charge and spin) comes out at 18.7 kcal per mole.

---

No. 2
Entry from OMol25: a structure of composition C19H33F3NO6P2SV (wB97M-V/def2-TZVPD).

ORCA input file:
```
! wB97M-V def2-TZVPD RIJCOSX def2/J DEFGRID3
* xyz 1 4
V 0.022 -0.192 -0.341
C -2.135 -5.586 0.407
C -1.637 -4.169 0.301
C -0.889 -3.684 1.516
O -0.722 -4.162 -0.883
P -0.240 -2.845 -1.564
O -1.141 -1.680 -1.252
C 1.466 -2.498 -1.012
P 2.336 -0.946 -1.485
O 2.171 0.035 -0.358
O 1.511 -0.508 -2.743
C 1.659 0.732 -3.589
C 0.543 1.666 -3.201
C 3.034 1.340 -3.472
O 3.816 -1.238 -1.798
C 4.479 -2.251 -2.663
C 4.973 -3.378 -1.790
C 3.600 -2.691 -3.810
O -0.013 -3.182 -3.059
C -1.134 -3.523 -3.980
C -0.742 -4.800 -4.677
C -1.320 -2.331 -4.885
H -2.846 -5.661 1.229
H -1.316 -6.278 0.603
H -2.641 -5.893 -0.506
H -2.447 -3.485 0.042
H -0.001 -4.292 1.697
H -1.532 -3.758 2.393
H -0.600 -2.633 1.431
H 2.053 -3.348 -1.371
H 1.492 -2.556 0.081
H 1.494 0.325 -4.587
H 0.685 2.068 -2.195
H -0.429 1.172 -3.251
H 0.519 2.511 -3.892
H 3.221 1.719 -2.467
H 3.076 2.189 -4.158
H 3.827 0.651 -3.749
H 5.325 -1.676 -3.041
H 4.188 -4.095 -1.547
H 5.416 -3.008 -0.869
H 5.742 -3.922 -2.339
H 2.681 -3.172 -3.479
H 4.161 -3.428 -4.388
H 3.340 -1.870 -4.475
H -2.018 -3.683 -3.358
H 0.155 -4.650 -5.278
H -1.548 -5.108 -5.344
H -0.563 -5.604 -3.966
H -0.407 -2.148 -5.453
H -1.569 -1.442 -4.307
H -2.127 -2.509 -5.596
F -3.634 2.760 1.958
C -2.459 3.227 2.423
F -2.709 3.829 3.602
F -2.018 4.175 1.574
C -1.450 2.113 2.583
C -0.890 1.857 3.814
C 0.049 0.836 3.973
C 0.388 0.116 2.852
N -0.157 0.352 1.656
C -1.074 1.334 1.472
S -1.692 1.512 -0.149
H -1.188 2.458 4.661
H 0.504 0.621 4.926
H 1.128 -0.676 2.883
*
```

The frontier orbital gap (spin up / spin down) comes out at 0.29459 / 0.31326 Eh. The relative energy (zero: lowest compared OMol25 entry of this formula, charge and spin) comes out at 24.1 kcal per mole.

---

No. 3
Entry from OMol25: a structure of composition C19H33F6N6O7PS2Sn (wB97M-V/def2-TZVPD).

ORCA input file:
```
! wB97M-V def2-TZVPD RIJCOSX def2/J DEFGRID3
* xyz 2 1
Sn -0.461 0.053 1.200
C -2.923 -2.521 1.618
O -2.382 -1.360 2.254
C -2.562 -1.345 3.661
C -2.069 -0.004 4.128
O -0.734 0.288 3.673
C 0.368 -0.189 4.460
C 0.843 -1.555 4.037
O 1.052 -1.521 2.629
C 1.568 -2.751 2.127
H -4.005 -2.553 1.750
H -2.695 -2.445 0.558
H -2.478 -3.427 2.034
H -3.621 -1.431 3.920
H -2.031 -2.185 4.118
H -2.695 0.770 3.683
H -2.122 0.082 5.214
H 1.167 0.538 4.312
H 0.092 -0.190 5.516
H 1.786 -1.766 4.552
H 0.136 -2.349 4.290
H 2.565 -2.939 2.529
H 0.910 -3.584 2.387
H 1.625 -2.666 1.043
F -4.253 -1.619 -2.452
C -4.396 -0.388 -1.978
F -4.880 -0.438 -0.747
F -5.190 0.315 -2.754
S -2.707 0.352 -1.933
O -1.995 -0.477 -0.945
O -2.191 0.316 -3.272
N -2.988 1.810 -1.368
S -1.899 2.322 -0.354
O -0.527 2.035 -0.767
O -2.143 1.935 1.046
C -2.091 4.159 -0.453
F -1.394 4.665 0.556
F -3.359 4.492 -0.351
F -1.592 4.567 -1.602
C 0.447 -1.242 -4.762
N 1.386 -0.084 -4.354
C 2.835 -0.568 -4.481
N 3.042 -1.739 -3.702
C 2.128 -2.798 -4.134
N 0.729 -2.404 -3.994
C 0.323 -2.270 -2.591
P 1.284 -0.956 -1.694
C 1.092 0.388 -2.958
C 2.976 -1.499 -2.255
H 0.634 -1.416 -5.820
H -0.570 -0.888 -4.602
H 1.233 0.693 -4.998
H 3.476 0.253 -4.164
H 2.995 -0.777 -5.539
H 2.309 -3.691 -3.538
H 2.330 -3.032 -5.179
H 0.478 -3.225 -2.086
H -0.738 -2.032 -2.532
H 1.777 1.204 -2.724
H 0.077 0.777 -2.937
H 3.258 -2.415 -1.734
H 3.709 -0.736 -1.982
N -0.100 3.160 3.200
C 0.960 3.003 2.374
C 1.866 4.067 2.184
C 2.978 3.871 1.416
C 3.210 2.616 0.833
C 2.273 1.647 1.038
N 1.148 1.818 1.773
H -0.344 4.079 3.525
H -0.784 2.429 3.294
H 1.674 5.017 2.665
H 3.683 4.680 1.272
H 4.098 2.417 0.253
H 2.401 0.657 0.613
*
```

The frontier orbital gap comes out at 0.33152 Eh. The relative energy (zero: lowest compared OMol25 entry of this formula, charge and spin) comes out at 0.0 kcal per mole.

---

No. 4
Entry from OMol25: an isolated molecule of C19H33N3O3S2 (wB97M-V/def2-TZVPD).

ORCA input file:
```
! wB97M-V def2-TZVPD RIJCOSX def2/J DEFGRID3
* xyz 0 1
C -1.740 0.971 -2.580
H -1.743 2.031 -2.822
H -1.772 0.851 -1.501
H -2.638 0.520 -2.999
C -0.506 0.280 -3.150
C -0.465 0.412 -4.671
H -0.447 1.460 -4.966
H 0.418 -0.075 -5.078
H -1.344 -0.052 -5.111
H -0.562 -0.778 -2.887
C 0.802 0.843 -2.568
N 0.823 1.006 -1.128
S 0.313 -0.160 -0.100
O -0.797 0.294 0.677
O 0.162 -1.375 -0.855
N 1.612 -0.281 0.928
C 2.706 -1.073 0.414
C 2.578 -2.571 0.730
C 2.054 -2.814 2.156
C 0.621 -3.343 2.314
O 0.294 -3.849 3.373
N -0.210 -3.238 1.265
H 0.022 -2.677 0.453
C -1.618 -3.585 1.379
C -2.465 -2.358 1.325
C -2.771 -1.509 2.343
C -3.540 -0.401 1.928
C -3.802 -0.421 0.598
S -3.108 -1.786 -0.176
H -4.357 0.288 0.016
H -3.878 0.374 2.592
H -2.457 -1.678 3.359
H -1.879 -4.265 0.562
H -1.739 -4.094 2.339
C 2.153 -1.532 2.995
C 1.359 -0.393 2.359
H 1.629 0.560 2.835
H 0.286 -0.542 2.496
H 1.757 -1.726 3.993
H 3.201 -1.243 3.095
H 2.675 -3.572 2.646
H 1.928 -3.042 -0.006
H 3.567 -3.021 0.623
H 3.635 -0.672 0.832
H 2.719 -0.914 -0.665
C 1.161 2.265 -0.504
H 1.560 1.995 0.476
H 1.963 2.737 -1.080
C -0.014 3.244 -0.316
C 0.154 4.009 0.996
H -0.654 4.726 1.122
H 1.098 4.550 1.006
H 0.134 3.321 1.838
C -0.123 4.226 -1.480
H 0.765 4.854 -1.528
H -0.990 4.870 -1.351
H -0.227 3.704 -2.428
H -0.927 2.649 -0.249
H 0.997 1.826 -3.002
H 1.623 0.174 -2.862
*
```

The frontier orbital gap comes out at 0.33104 Eh. The relative energy (zero: lowest compared OMol25 entry of this formula, charge and spin) comes out at 5.1 kcal per mole. Its SMILES is CC(C)CN(CC(C)C)S(=O)(=O)N1CCC(C(=O)NCc2cccs2)CC1.

---

No. 5
Entry from OMol25: a cluster of 5 separate species, C19H33N3O5 in total (wB97M-V/def2-TZVPD).

ORCA input file:
```
! wB97M-V def2-TZVPD RIJCOSX def2/J DEFGRID3
* xyz 0 1
O -7.822 -24.893 6.264
C -6.769 -24.522 6.712
O -6.441 -23.279 7.011
C -7.376 -22.223 6.744
C -7.988 -21.813 8.051
C -5.713 -25.566 7.052
H -8.053 -22.566 5.955
H -6.908 -21.375 6.235
H -8.456 -20.826 7.994
H -7.228 -21.688 8.821
H -8.742 -22.522 8.393
H -5.236 -25.404 8.020
H -4.899 -25.633 6.327
H -6.196 -26.538 7.041
C -0.441 -22.265 10.060
C -1.668 -23.163 9.903
C -1.795 -23.775 8.509
C -0.640 -24.569 8.078
N 0.280 -25.173 7.757
H -0.449 -21.735 11.010
H -0.395 -21.570 9.221
H 0.473 -22.860 10.025
H -2.548 -22.536 10.085
H -1.774 -23.912 10.689
H -1.867 -23.009 7.731
H -2.666 -24.429 8.454
C 5.565 -26.259 8.604
C 4.176 -26.010 7.981
C 4.018 -24.597 7.437
C 4.608 -23.537 8.247
N 5.073 -22.676 8.840
H 5.568 -27.211 9.138
H 5.781 -25.488 9.343
H 6.392 -26.295 7.894
H 3.472 -26.246 8.780
H 3.975 -26.767 7.224
H 2.957 -24.346 7.321
H 4.402 -24.383 6.433
C 3.241 -23.822 11.939
C 3.203 -25.157 12.686
C 4.099 -26.269 12.142
C 5.531 -25.946 12.119
N 6.658 -25.727 12.125
H 4.247 -23.433 11.791
H 2.611 -23.064 12.414
H 2.745 -23.867 10.962
H 2.152 -25.447 12.694
H 3.493 -24.989 13.726
H 3.701 -26.619 11.192
H 4.076 -27.104 12.850
C -5.446 -22.609 11.625
C -5.415 -23.233 10.234
O -4.553 -24.348 10.404
C -4.561 -24.694 11.728
O -4.042 -25.661 12.149
O -5.166 -23.733 12.446
H -6.458 -22.270 11.839
H -4.729 -21.799 11.746
H -4.975 -22.536 9.519
H -6.387 -23.539 9.852
*
```

The frontier orbital gap comes out at 0.39966 Eh. Its SMILES is CCOC(C)=O.O=C1OCCO1.CCCC#N.CCCC#N.CCCC#N.

---

No. 6
Entry from OMol25: a cluster of 2 separate species, C19H33N7O6 in total (wB97M-V/def2-TZVPD).

ORCA input file:
```
! wB97M-V def2-TZVPD RIJCOSX def2/J DEFGRID3
* xyz 0 1
O -1.870 -0.836 2.408
O 5.984 -1.139 -3.578
O 3.814 -3.239 1.314
N -5.751 1.029 0.640
O -5.322 2.389 -1.790
O -3.773 0.149 -1.295
O -1.088 0.253 -2.610
C -2.943 -0.262 2.303
C 5.891 -1.037 -2.366
C 4.489 -3.031 0.314
C -4.811 0.580 1.430
C -4.970 0.483 2.863
C -6.173 0.765 3.406
N -6.399 0.678 4.738
N -3.753 0.029 3.372
N 5.144 -4.083 -0.200
N -7.219 1.141 2.625
N -3.539 0.119 1.124
N 4.839 -1.557 -1.735
C 6.991 -0.342 -1.589
C 6.123 -4.163 -1.285
C -7.009 1.524 1.222
C 1.805 1.210 -0.486
C 4.053 1.545 0.465
C -3.905 2.553 -1.802
C -2.921 -0.110 -0.170
C -1.703 0.787 -0.350
C -3.243 1.206 -2.116
C -1.753 1.221 -1.800
C 3.232 0.668 -0.479
C 3.231 -0.813 -0.043
C 4.543 -1.597 -0.293
H -5.540 1.717 -1.101
H -1.604 -0.574 -2.624
H -5.557 0.680 5.303
H -7.176 1.240 5.069
H -3.661 -0.503 4.232
H 4.964 -4.939 0.305
H -8.079 0.637 2.818
H 4.164 -1.991 -2.346
H 7.787 -0.072 -2.281
H 6.596 0.561 -1.132
H 7.388 -1.011 -0.829
H 6.620 -5.134 -1.258
H 5.631 -4.056 -2.254
H 6.880 -3.387 -1.173
H -7.027 2.616 1.139
H -7.840 1.143 0.618
H 1.358 1.098 0.501
H 1.222 0.662 -1.225
H 1.811 2.263 -0.766
H 5.082 1.197 0.506
H 3.628 1.510 1.469
H 4.047 2.576 0.110
H -3.579 2.919 -0.823
H -3.617 3.295 -2.553
H -2.606 -1.159 -0.219
H -1.765 1.664 0.302
H -0.788 0.243 -0.108
H -3.409 0.983 -3.175
H -1.302 2.209 -1.946
H 3.631 0.765 -1.488
H 2.984 -0.851 1.019
H 2.432 -1.330 -0.577
H 5.335 -1.088 0.254
*
```

The frontier orbital gap comes out at 0.29244 Eh. Its SMILES is NC1=c2[nH]c(=O)n([C@@H]3C[C@@H](O)[C@H](CO)O3)c2=NCN1.CNC(=O)[C@H](CC(C)C)NC(C)=O.

---

No. 7
Entry from OMol25: a structure of composition C19H34CoN4SSi (wB97M-V/def2-TZVPD).

ORCA input file:
```
! wB97M-V def2-TZVPD RIJCOSX def2/J DEFGRID3
* xyz 0 4
Co 0.226 0.508 0.123
C 4.898 1.435 2.764
C 4.510 -0.034 2.865
N 3.108 -0.234 3.181
C 2.084 -0.214 2.310
S 2.435 -0.046 0.609
N 0.886 -0.380 2.866
N -0.100 -0.307 1.955
C -1.289 -0.723 2.215
C -1.724 -1.265 3.537
C -2.218 -0.663 1.068
C -3.577 -0.930 1.199
C -4.389 -0.884 0.080
C -3.834 -0.569 -1.152
C -2.478 -0.301 -1.205
N -1.688 -0.352 -0.136
H 5.966 1.526 2.559
H 4.680 1.958 3.696
H 4.348 1.919 1.958
H 5.085 -0.523 3.653
H 4.731 -0.550 1.931
H 2.835 -0.326 4.146
H -0.864 -1.322 4.197
H -2.161 -2.260 3.426
H -2.476 -0.618 3.993
H -3.986 -1.166 2.171
H -5.448 -1.087 0.169
H -4.433 -0.524 -2.049
H -1.998 -0.026 -2.137
C 1.534 3.735 0.582
Si 0.178 2.858 -0.418
C 0.616 3.115 -2.279
C -0.206 2.166 -3.158
C 0.420 4.552 -2.768
C 2.096 2.744 -2.440
C -1.472 3.725 0.111
C -1.301 5.242 0.252
C -2.617 3.446 -0.866
C -1.866 3.160 1.481
H 1.697 4.767 0.256
H 2.475 3.192 0.490
H 1.274 3.760 1.644
H -1.279 2.349 -3.072
H -0.018 1.122 -2.886
H 0.067 2.285 -4.214
H -0.631 4.846 -2.769
H 0.788 4.656 -3.796
H 0.970 5.264 -2.150
H 2.312 1.748 -2.042
H 2.745 3.454 -1.924
H 2.373 2.747 -3.501
H -1.006 5.712 -0.687
H -0.547 5.490 1.001
H -2.245 5.701 0.570
H -2.439 3.896 -1.844
H -3.556 3.861 -0.479
H -2.768 2.372 -1.010
H -1.063 3.263 2.215
H -2.121 2.099 1.415
H -2.744 3.690 1.870
*
```

The frontier orbital gap (spin up / spin down) comes out at 0.23365 / 0.26171 Eh.

---

no.,E_tot (eV)
1,-70531.367
2,-97268.509
3,-96592.565
4,-52522.287
5,-34945.259
6,-42954.912
7,-82555.911